Density functional theory data (ωB97M-V with the def2-TZVPD basis set) for 7 unconnected molecules or ions with the total composition C29H48N2O8.

CARTESIAN COORDINATES (ANGSTROEM)
C  -1.137  0.620  4.789
C  -0.560  2.078  4.481
O  -0.622  2.797  5.759
C  0.951  2.082  4.039
O  1.145  2.130  2.599
C  0.559  0.999  1.993
C  1.189  -0.325  2.081
C  0.488  -1.493  1.449
C  -0.780  -1.273  0.775
C  -1.456  0.074  0.664
N  -2.689  0.110  0.014
C  -3.168  1.385  0.044
C  -2.486  2.582  0.626
N  -1.277  2.516  1.251
C  -0.765  1.221  1.286
H  -0.839  0.337  5.833
H  -0.756  -0.157  4.066
H  -2.263  0.643  4.653
H  -1.250  2.633  3.784
H  -1.475  2.505  6.138
H  1.535  1.234  4.504
H  1.390  3.053  4.420
H  2.149  -0.515  2.618
H  0.896  -2.552  1.505
H  -1.293  -2.161  0.314
H  -4.181  1.554  -0.421
H  -2.979  3.606  0.559
C  0.937  7.217  3.207
C  0.784  7.022  4.694
O  0.505  7.949  5.426
C  0.993  5.631  5.233
H  0.760  8.264  2.959
H  1.950  6.951  2.898
H  0.208  6.603  2.674
H  2.009  5.296  5.014
H  0.266  4.949  4.791
H  0.852  5.638  6.314
C  -0.236  -6.020  -1.289
C  -0.601  -5.337  0.002
O  0.221  -4.707  0.636
C  -2.025  -5.465  0.477
H  0.819  -5.843  -1.506
H  -0.399  -7.096  -1.199
H  -0.836  -5.613  -2.106
H  -2.268  -6.516  0.644
H  -2.704  -5.035  -0.263
H  -2.144  -4.924  1.417
C  3.512  -3.529  -1.796
C  4.026  -4.944  -1.771
O  3.275  -5.891  -1.886
C  5.510  -5.139  -1.597
H  2.429  -3.541  -1.927
H  3.746  -3.032  -0.852
H  3.960  -2.986  -2.631
H  5.832  -4.712  -0.645
H  6.046  -4.666  -2.422
H  5.737  -6.206  -1.597
C  4.406  0.791  -4.915
C  4.942  -0.435  -4.222
O  4.340  -1.488  -4.248
C  6.255  -0.300  -3.496
H  3.457  0.549  -5.395
H  4.237  1.586  -4.186
H  5.110  1.124  -5.679
H  6.168  0.447  -2.704
H  7.041  -0.015  -4.198
H  6.519  -1.258  -3.045
C  -6.617  4.062  0.783
C  -5.730  4.988  -0.009
O  -4.646  4.627  -0.419
C  -6.243  6.379  -0.272
H  -6.122  3.096  0.896
H  -6.799  4.479  1.775
H  -7.562  3.912  0.258
H  -6.409  6.899  0.673
H  -7.172  6.332  -0.844
H  -5.504  6.933  -0.851
C  -2.208  -3.331  -5.347
C  -1.700  -4.750  -5.320
O  -2.454  -5.693  -5.433
C  -0.216  -4.950  -5.146
H  -3.291  -3.338  -5.478
H  -1.972  -2.833  -4.405
H  -1.758  -2.791  -6.182
H  0.107  -4.523  -4.194
H  0.322  -4.481  -5.972
H  0.007  -6.017  -5.144

Calculated values
HOMO = -8.47 eV
Maximum force = 4.08 eV/A
Lowest unoccupied orbital energy = -0.0148 Eh
Energy = -1845.13811 hartree
Frontier orbital gap = 8.071 eV

Atom charges from the Mulliken analysis, given in e for atoms 1 to 4: atom 1 (C): -1.238, atom 2 (C): 0.657, atom 3 (O): -0.540, atom 4 (C): -0.370